The following is a DFT calculation (ωB97M-V/def2-TZVPD) of the ion C6H10N with charge +1 in a non-equilibrium geometry.

```
17
C6H10N (ωB97M-V/def2-TZVPD)
C -1.528 0.302 1.043
C -1.358 -1.225 -0.655
C 0.367 0.843 -1.070
C -1.736 0.177 -0.488
C -0.514 -0.660 0.435
C 1.933 0.240 0.703
N 0.837 -0.203 -0.214
H -1.346 1.308 1.330
H -2.379 -0.227 1.417
H -2.059 -2.017 -0.232
H -1.095 -1.689 -1.694
H 0.554 1.055 -2.168
H 0.349 1.844 -0.577
H 2.681 0.755 0.042
H 1.654 1.075 1.491
H 2.351 -0.506 1.370
H 1.287 -1.071 -0.735
```

Its total energy is -288.85801 a.u. As for the multiplicity: 1. The calculation puts the frontier orbital gap (spin up / spin down) at 9.38 / 9.38 eV. As for the highest occupied orbital energy (spin up / spin down): -13.87 / -13.87 eV. Its net charge is +1. For the relative energy (zero: lowest compared OMol25 entry of this formula, charge and spin), the calculation gives 141.2 kcal per mole.

=====

The following is a DFT calculation (ωB97M-V/def2-TZVPD) of a structure of composition C20H23Cl5FeN5O4P in a non-equilibrium geometry.

```
59
C20H23Cl5FeN5O4P (ωB97M-V/def2-TZVPD)
Fe -0.962 1.269 0.968
N 2.331 0.466 3.444
C 1.914 1.314 2.536
N 0.582 1.266 2.445
C 0.216 0.317 3.374
N 1.231 -0.140 4.072
C -1.097 -0.249 3.543
C -1.388 -1.146 4.556
N -2.614 -1.682 4.724
C -3.526 -1.255 3.819
C -3.204 -0.506 2.714
N -1.963 0.045 2.557
H 3.225 0.221 3.814
H 2.598 1.902 1.902
H -0.642 -1.240 5.363
H -4.516 -1.659 3.871
H -3.946 -0.272 1.920
Cl -3.082 -0.637 -1.115
C -3.501 0.980 -0.839
C -2.628 1.757 -0.097
C -2.783 3.130 -0.010
Cl -1.484 4.021 0.780
C -3.976 3.681 -0.479
Cl -4.146 5.383 -0.370
C -4.986 2.860 -1.052
Cl -6.429 3.553 -1.500
C -4.692 1.478 -1.330
Cl -5.770 0.657 -2.383
C 1.104 1.027 -3.399
C 2.430 1.344 -2.649
C 2.331 2.586 -1.789
C 3.693 1.368 -3.453
O 2.642 0.171 -1.712
P 1.617 -0.354 -0.617
O 2.384 -0.698 0.602
O 0.386 0.565 -0.452
O 1.008 -1.711 -1.279
C 1.264 -3.090 -0.632
C 2.740 -3.377 -0.836
C 0.706 -3.016 0.807
C 0.396 -3.989 -1.416
H 1.234 1.327 -4.441
H 0.225 1.516 -2.977
H 0.923 -0.081 -3.348
H 2.605 3.466 -2.404
H 2.989 2.497 -0.927
H 1.273 2.721 -1.404
H 3.687 2.182 -4.173
H 3.803 0.384 -3.938
H 4.447 1.577 -2.740
H 3.223 -2.658 -0.175
H 2.997 -3.326 -1.907
H 2.980 -4.377 -0.505
H 1.257 -2.232 1.253
H 0.795 -4.008 1.281
H -0.366 -2.663 0.870
H 0.666 -3.966 -2.504
H -0.668 -3.687 -1.360
H 0.466 -5.013 -1.002
```

Its total energy is -5256.52838 a.u. As for the multiplicity: 6. The calculation puts the frontier orbital gap (spin up / spin down) at 7.80 / 6.13 eV. As for the highest occupied orbital energy (spin up / spin down): -12.14 / -12.10 eV. Its net charge is +1. For the relative energy (zero: lowest compared OMol25 entry of this formula, charge and spin), the calculation gives 31.4 kcal per mole.

=====

The following is a DFT calculation (ωB97M-V/def2-TZVPD) of the molecule C22H23NO3.

```
49
C22H23NO3 (ωB97M-V/def2-TZVPD)
C 5.351 0.466 1.857
C 5.093 1.338 0.630
O 4.449 0.633 -0.412
C 3.114 0.386 -0.345
C 2.251 0.833 0.650
C 0.902 0.527 0.586
C 0.384 -0.215 -0.463
C -1.077 -0.621 -0.494
N -1.149 -1.937 0.150
C -1.355 -3.070 -0.592
O -1.765 -3.037 -1.728
C -1.063 -4.346 0.180
C -1.579 -5.574 -0.558
C -1.972 0.447 0.114
C -2.833 0.232 1.173
O -3.069 -0.976 1.751
C -3.552 1.302 1.750
C -3.437 2.566 1.266
C -2.625 2.824 0.141
C -2.534 4.121 -0.400
C -1.770 4.371 -1.505
C -1.078 3.318 -2.115
C -1.140 2.049 -1.606
C -1.899 1.755 -0.451
C 1.252 -0.675 -1.448
C 2.596 -0.378 -1.394
H 5.897 1.037 2.603
H 5.941 -0.402 1.573
H 4.416 0.119 2.291
H 6.045 1.652 0.195
H 4.525 2.236 0.900
H 2.607 1.424 1.478
H 0.244 0.886 1.365
H -1.395 -0.802 -1.530
H -0.594 -2.025 0.991
H 0.021 -4.414 0.308
H -1.515 -4.278 1.173
H -1.158 -5.609 -1.559
H -1.308 -6.482 -0.026
H -2.661 -5.529 -0.650
H -2.647 -1.666 1.215
H -4.188 1.066 2.589
H -3.977 3.382 1.721
H -3.090 4.916 0.077
H -1.704 5.367 -1.916
H -0.492 3.510 -3.002
H -0.602 1.265 -2.111
H 0.866 -1.268 -2.265
H 3.274 -0.723 -2.158
```

Its total energy is -1132.64175 a.u. As for the multiplicity: 1. The calculation puts the frontier orbital gap at 8.58 eV. As for the highest occupied orbital energy: -7.93 eV. For the relative energy (zero: lowest compared OMol25 entry of this formula, charge and spin), the calculation gives 1.4 kcal per mole.

=====

The following is a DFT calculation (ωB97M-V/def2-TZVPD) of a structure of composition C13H31BCoO4 in a non-equilibrium geometry.

```
50
C13H31BCoO4 (ωB97M-V/def2-TZVPD)
Co 0.643 -0.659 -0.239
C 2.475 -0.898 2.337
O 2.146 -0.868 0.987
H 2.801 -1.892 2.668
H 3.276 -0.193 2.595
H 1.590 -0.606 2.928
B 0.236 -1.942 -1.929
H 1.322 -1.575 -1.818
H 0.083 -2.706 -1.063
H -0.419 -1.029 -1.662
H 0.033 -2.396 -2.971
C -1.633 2.625 1.642
C -2.225 2.732 0.241
C -1.543 1.623 -0.557
O -0.633 0.931 0.317
C -0.919 1.272 1.697
H -2.328 2.890 2.435
H -0.870 3.412 1.708
H -2.069 3.689 -0.254
H -3.304 2.571 0.278
H -0.961 1.994 -1.399
H -2.288 0.925 -0.944
H 0.035 1.319 2.210
H -1.648 0.535 2.035
C 2.269 3.057 -1.900
C 2.799 2.121 -2.969
C 1.838 0.928 -2.806
O 1.461 0.964 -1.400
C 2.005 2.109 -0.741
H 1.335 3.540 -2.197
H 2.960 3.868 -1.655
H 3.806 1.806 -2.699
H 2.784 2.516 -3.982
H 2.337 -0.024 -2.975
H 0.906 0.931 -3.368
H 2.881 1.871 -0.133
H 1.256 2.508 -0.055
C -2.632 -3.309 0.791
C -1.392 -3.952 1.449
C -0.566 -2.757 1.857
O -0.908 -1.678 0.970
C -2.305 -1.840 0.658
H -3.558 -3.502 1.335
H -2.782 -3.806 -0.169
H -0.940 -4.575 0.685
H -1.708 -4.494 2.339
H 0.486 -3.048 1.906
H -0.765 -2.369 2.863
H -2.430 -1.411 -0.339
H -2.940 -1.209 1.293
```

Its total energy is -2222.37416 a.u. As for the multiplicity: 4. The calculation puts the frontier orbital gap (spin up / spin down) at 8.45 / 8.39 eV. As for the highest occupied orbital energy (spin up / spin down): -7.97 / -7.91 eV. For the relative energy (zero: lowest compared OMol25 entry of this formula, charge and spin), the calculation gives 19.4 kcal per mole.

=====

The following is a DFT calculation (ωB97M-V/def2-TZVPD) of a structure of composition C32H38N3O4S3Zn in a non-equilibrium geometry.

```
81
C32H38N3O4S3Zn (ωB97M-V/def2-TZVPD)
Zn 0.978 -0.537 -0.332
C 0.169 0.270 2.069
C 0.072 1.655 1.921
C -0.903 1.942 0.846
C -1.260 0.703 0.311
C -0.605 -0.395 1.063
C -1.386 -1.712 1.332
C -2.073 -2.156 0.040
C -0.477 -2.890 1.783
C -2.437 -1.535 2.423
C -1.212 3.235 0.173
C -1.226 4.437 1.174
C -0.274 3.428 -1.038
C -2.712 3.226 -0.337
C 0.903 2.561 2.835
C 1.750 1.587 3.728
C 0.104 3.500 3.733
C 1.945 3.454 2.054
H 0.549 -0.164 2.972
H -1.891 0.488 -0.531
H -1.364 -2.268 -0.746
H -2.838 -1.461 -0.327
H -2.561 -3.113 0.257
H -0.065 -3.355 0.862
H -1.170 -3.584 2.212
H 0.366 -2.803 2.501
H -3.230 -0.856 2.216
H -1.971 -1.237 3.355
H -2.900 -2.515 2.510
H -0.248 4.766 1.565
H -1.975 4.180 1.980
H -1.631 5.317 0.704
H 0.783 3.636 -0.798
H -0.674 4.211 -1.674
H -0.262 2.497 -1.670
H -3.495 3.274 0.454
H -3.037 2.394 -0.901
H -2.761 4.110 -1.041
H 1.114 1.021 4.395
H 2.415 2.259 4.258
H 2.376 0.913 3.194
H -0.720 3.105 4.294
H -0.233 4.372 3.218
H 0.872 3.877 4.425
H 2.526 2.751 1.443
H 2.591 4.034 2.743
H 1.494 4.210 1.474
O 2.642 -1.124 0.934
C 3.728 -0.522 1.004
C 4.106 0.607 0.264
C 5.418 1.049 0.511
C 6.004 1.991 -0.282
C 5.381 2.440 -1.432
C 4.083 2.117 -1.668
C 3.356 1.203 -0.844
O 2.171 0.905 -1.097
N 7.425 2.327 -0.061
O 7.809 3.219 -0.769
O 8.048 1.728 0.779
H 4.413 -0.910 1.730
H 6.084 0.596 1.241
H 5.979 2.985 -2.130
H 3.607 2.513 -2.526
S -1.381 -6.903 -1.969
C -0.924 -5.324 -2.343
S 0.423 -4.434 -1.735
C -0.099 -3.030 -2.648
N -1.166 -3.247 -3.357
N -1.576 -4.546 -3.248
C -2.962 -4.744 -3.698
C -3.810 -3.766 -3.218
C -5.168 -3.803 -3.581
C -5.676 -4.881 -4.310
C -4.774 -5.844 -4.798
C -3.409 -5.769 -4.535
S 0.801 -1.535 -2.583
H -3.492 -2.886 -2.653
H -5.809 -2.979 -3.290
H -6.709 -5.067 -4.575
H -5.149 -6.663 -5.319
H -2.791 -6.537 -4.917
```

Its total energy is -4681.27610 a.u. As for the multiplicity: 1. The calculation puts the frontier orbital gap at 6.93 eV. As for the highest occupied orbital energy: -4.97 eV. Its net charge is -1. For the relative energy (zero: lowest compared OMol25 entry of this formula, charge and spin), the calculation gives 12.9 kcal per mole.

=====

The following is a DFT calculation (ωB97M-V/def2-TZVPD) of the molecule C28H31N3O3S in a non-equilibrium geometry.

```
66
C28H31N3O3S (ωB97M-V/def2-TZVPD)
O 0.322 5.621 0.248
C -0.234 4.547 0.157
N -1.587 4.458 0.378
C -2.470 3.413 0.124
C -3.599 3.277 0.934
C -4.490 2.243 0.718
C -4.261 1.350 -0.310
S -5.375 -0.019 -0.595
O -6.416 0.029 0.397
O -5.764 -0.034 -1.974
N -4.306 -1.291 -0.364
C -4.590 -2.495 -1.120
C -5.682 -3.336 -0.461
C -5.282 -3.664 0.976
C -5.033 -2.367 1.744
C -3.974 -1.532 1.024
C -3.169 1.494 -1.146
C -2.277 2.527 -0.940
C 0.494 3.281 -0.118
C 1.491 3.273 -1.087
C 2.215 2.120 -1.331
C 1.967 0.964 -0.603
C 2.735 -0.303 -0.866
N 3.119 -0.933 0.387
C 3.516 -2.319 0.248
C 4.765 -2.510 -0.622
C 5.828 -1.494 -0.295
C 7.112 -1.652 -0.805
C 8.099 -0.722 -0.544
C 7.809 0.389 0.232
C 6.535 0.556 0.740
C 5.539 -0.377 0.484
C 4.161 -0.190 1.072
C 0.993 0.987 0.390
C 0.262 2.132 0.635
H -1.992 5.300 0.771
H -3.766 3.981 1.736
H -5.365 2.112 1.335
H -4.896 -2.170 -2.115
H -3.659 -3.066 -1.196
H -6.610 -2.760 -0.460
H -5.839 -4.250 -1.036
H -6.069 -4.241 1.464
H -4.371 -4.269 0.972
H -5.956 -1.787 1.789
H -4.700 -2.579 2.761
H -3.861 -0.556 1.500
H -3.005 -2.045 1.046
H -3.043 0.798 -1.959
H -1.436 2.658 -1.601
H 1.688 4.176 -1.643
H 2.984 2.122 -2.090
H 3.598 -0.079 -1.514
H 2.082 -1.001 -1.402
H 2.677 -2.884 -0.168
H 3.712 -2.697 1.256
H 5.161 -3.519 -0.484
H 4.498 -2.410 -1.679
H 7.333 -2.519 -1.412
H 9.092 -0.860 -0.945
H 8.575 1.122 0.438
H 6.301 1.422 1.344
H 3.891 0.870 1.072
H 4.174 -0.525 2.118
H 0.828 0.096 0.975
H -0.480 2.140 1.420
```

Its total energy is -1873.77223 a.u. As for the multiplicity: 1. The calculation puts the frontier orbital gap at 9.05 eV. As for the highest occupied orbital energy: -8.78 eV. For the relative energy (zero: lowest compared OMol25 entry of this formula, charge and spin), the calculation gives 0.0 kcal per mole.

=====

The following is a DFT calculation (ωB97M-V/def2-TZVPD) of the molecule C10H20Si2 in a non-equilibrium geometry.

```
32
C10H20Si2 (ωB97M-V/def2-TZVPD)
C 0.183 2.787 2.465
C -0.020 1.966 1.180
C -0.905 0.720 1.406
C -0.294 -0.525 0.793
C 0.334 -1.274 0.071
Si 1.450 -2.526 -0.676
C 3.202 -2.553 -0.029
C 1.480 -1.879 -2.532
C 0.453 -4.211 -0.609
Si -1.661 2.077 0.308
C -3.048 3.196 0.880
C -1.858 1.805 -1.611
H 0.816 3.638 2.146
H -0.796 2.967 3.012
H 0.758 2.178 3.235
H 0.900 1.639 0.530
H -1.263 0.473 2.503
H 3.602 -1.586 0.232
H 3.303 -3.292 0.793
H 3.900 -2.925 -0.839
H 1.454 -0.772 -2.426
H 2.297 -2.177 -3.116
H 0.583 -2.120 -3.069
H -0.515 -3.931 -0.299
H 0.415 -4.597 -1.640
H 0.871 -4.903 0.141
H -3.667 2.973 1.668
H -2.611 4.087 1.328
H -3.818 3.527 0.099
H -2.230 2.678 -2.067
H -0.835 1.529 -2.068
H -2.480 1.032 -1.809
```

Its total energy is -971.91998 a.u. As for the multiplicity: 1. The calculation puts the frontier orbital gap at 9.14 eV. As for the highest occupied orbital energy: -8.35 eV. For the relative energy (zero: lowest compared OMol25 entry of this formula, charge and spin), the calculation gives 0.0 kcal per mole.

=====

The following is a DFT calculation (ωB97M-V/def2-TZVPD) of a structure of composition C8H15BrN7O8S3 in a non-equilibrium geometry.

```
42
C8H15BrN7O8S3 (ωB97M-V/def2-TZVPD)
O 5.878 0.967 2.918
C 5.716 -0.092 2.441
Br 5.593 -1.643 3.626
C 5.628 -0.330 0.952
S 3.977 0.144 0.391
O 3.085 -0.753 1.078
O 3.941 -0.026 -1.047
N 3.890 1.675 0.775
S 2.499 2.162 1.447
O 2.507 3.599 1.494
O 2.269 1.566 2.734
C 1.213 1.684 0.301
C -0.158 2.263 0.646
S -0.820 1.790 2.260
C -1.636 0.314 1.884
N -1.322 -0.603 1.084
N -2.324 -1.543 1.137
C -3.162 -1.133 1.977
O -2.802 0.039 2.505
H 6.342 0.354 0.513
H 5.825 -1.359 0.689
H 1.507 2.092 -0.661
H 1.156 0.607 0.203
H -0.834 1.946 -0.140
H -0.084 3.344 0.602
H -4.082 -1.592 2.274
C -6.928 -1.460 0.794
O -6.041 -1.874 1.515
N -7.960 -0.693 1.266
N -6.959 -1.726 -0.546
H -8.698 -0.339 0.689
H -7.960 -0.480 2.245
H -6.209 -2.279 -0.919
H -7.675 -1.394 -1.162
C 1.408 -0.623 -4.181
O 0.416 -0.566 -3.479
N 2.638 -0.203 -3.776
N 1.358 -1.122 -5.466
H 3.451 -0.246 -4.358
H 2.734 0.156 -2.837
H 0.468 -1.441 -5.797
H 2.155 -1.183 -6.069
```

Its total energy is -5067.74998 a.u. As for the multiplicity: 1. The calculation puts the frontier orbital gap at 7.85 eV. As for the highest occupied orbital energy: -5.86 eV. Its net charge is -1.

=====

The following is a DFT calculation (ωB97M-V/def2-TZVPD) of a structure of composition C23H18N9RuSe in a non-equilibrium geometry.

```
52
C23H18N9RuSe (ωB97M-V/def2-TZVPD)
Ru -0.263 0.009 -0.268
C 2.115 -2.820 -2.618
C 1.252 -1.779 -2.305
N 1.130 -1.341 -1.053
C 1.919 -1.910 -0.087
C 2.786 -2.952 -0.451
N 2.858 -3.390 -1.676
C 1.784 -1.355 1.242
C 2.516 -1.702 2.363
C 2.300 -1.048 3.591
C 1.376 0.014 3.591
C 0.652 0.317 2.452
N 0.829 -0.388 1.303
C -0.325 1.373 2.302
C -0.743 2.250 3.315
N -1.604 3.203 3.090
C -2.091 3.365 1.864
C -1.720 2.510 0.836
N -0.865 1.509 1.047
C 2.994 -1.462 4.815
C 3.930 -2.508 4.814
C 4.529 -2.889 6.005
N 4.242 -2.289 7.131
C 3.384 -1.303 7.188
C 2.730 -0.854 6.051
H 2.216 -3.202 -3.621
H 0.649 -1.301 -3.068
H 3.424 -3.427 0.280
H 3.259 -2.475 2.276
H 1.228 0.613 4.472
H -0.361 2.160 4.321
H -2.777 4.183 1.714
H -2.118 2.627 -0.166
H 4.210 -3.035 3.918
H 5.251 -3.691 6.041
H 3.208 -0.854 8.154
H 2.029 -0.044 6.160
Se -2.684 1.210 -4.211
C -1.843 0.756 -2.780
N -1.250 0.454 -1.800
C -3.333 -0.855 2.048
C -2.707 -1.936 1.254
N -1.708 -1.797 0.398
C -1.461 -3.039 -0.124
C -2.322 -3.936 0.428
N -3.097 -3.223 1.296
H -2.906 0.101 1.756
H -3.171 -1.012 3.114
H -4.406 -0.825 1.874
H -0.702 -3.211 -0.862
H -2.435 -4.987 0.268
H -3.843 -3.600 1.861
```

Its total energy is -3875.86336 a.u. As for the multiplicity: 2. The calculation puts the frontier orbital gap (spin up / spin down) at 6.66 / 5.33 eV. As for the highest occupied orbital energy (spin up / spin down): -14.13 / -14.12 eV. Its net charge is +2.

=====

The following is a DFT calculation (ωB97M-V/def2-TZVPD) of a cluster of 4 separate species, C3H15NO3S in total in a non-equilibrium geometry.

```
23
C3H15NO3S (ωB97M-V/def2-TZVPD)
C 1.900 -2.314 1.155
N 0.602 -1.699 0.748
C 0.363 -1.702 -0.694
C -0.649 -0.524 -0.869
S -2.329 -0.751 -1.704
H 2.816 -1.834 0.800
H 2.087 -3.355 0.866
H 2.143 -1.902 2.040
H -0.193 -2.078 1.202
H 1.253 -1.371 -1.283
H -0.175 -2.708 -0.873
H -1.058 -0.101 0.039
H -0.186 0.188 -1.350
H -3.126 -0.431 -0.596
H -0.014 0.800 2.059
H -0.950 1.786 2.581
O -0.095 1.696 2.414
H -0.867 3.649 0.654
H 0.636 3.858 0.369
O -0.287 3.680 -0.027
H 2.167 0.499 0.430
H 1.665 1.526 -0.313
O 2.528 1.200 -0.153
```

Its total energy is -801.82225 a.u. As for the multiplicity: 2. The calculation puts the frontier orbital gap (spin up / spin down) at 2.67 / 8.87 eV. As for the highest occupied orbital energy (spin up / spin down): 0.60 / -5.66 eV. Its net charge is -1. For the relative energy (zero: lowest compared OMol25 entry of this formula, charge and spin), the calculation gives 64.2 kcal per mole.